Entry 1:
C9H18B3NO7 as an isolated structure, computed with ωB97M-V/def2-TZVPD.

Element x y z (Å)
C: -1.564 -1.794 -2.216
C: -1.466 -3.237 -1.804
N: -1.294 -4.120 -2.701
C: -1.516 -3.524 -0.317
B: -0.061 -3.461 0.279
O: 1.069 -3.865 -0.415
B: 2.005 -2.850 -0.512
O: 2.178 -1.992 0.560
B: 0.975 -1.717 1.187
C: 0.424 -0.252 1.366
C: 0.939 0.462 2.576
O: 1.194 -0.050 3.621
O: 1.167 1.824 2.383
C: 0.253 2.738 2.897
C: -1.115 2.717 2.290
O: 0.604 3.538 3.704
O: 0.180 -2.814 1.496
H: -2.073 -1.193 -1.468
H: -0.574 -1.375 -2.397
H: -2.111 -1.746 -3.153
H: -1.207 -5.049 -2.294
H: -2.079 -2.740 0.185
H: -2.029 -4.465 -0.132
H: 2.589 -2.687 -1.531
H: 0.641 0.332 0.471
H: -0.660 -0.307 1.460
H: -1.851 2.903 3.062
H: -1.131 3.507 1.544
H: -1.298 1.774 1.791
C: 0.946 4.163 -1.536
C: 0.431 2.803 -1.105
O: 1.241 1.736 -1.591
H: 0.989 4.222 -2.624
H: 0.305 4.964 -1.167
H: 1.956 4.330 -1.154
H: -0.570 2.630 -1.500
H: 0.383 2.740 -0.014
H: 2.129 1.855 -1.241

The gap between HOMO and LUMO is 10.28 eV. The lowest unoccupied orbital energy is 0.27 eV. For the total energy, the calculation gives -27482.98189 eV.

natural (NBO) analysis output, partial charges in e: -0.685, 0.335, -0.618, -0.864, 1.191, -0.884, 0.987, -0.883, 1.207, -0.917, 0.828, -0.507, -0.573, 0.803, -0.734, -0.505, -0.881, 0.203, 0.236, 0.247, 0.329, 0.241, 0.268, -0.095, 0.280, 0.264, 0.252, 0.252, 0.217, -0.636, -0.063, -0.726, 0.217, 0.214, 0.204, 0.176, 0.152, 0.467

Entry 2:
A 2-piece molecular cluster, C9H18BClN2O6P overall, computed with ωB97M-V/def2-TZVPD.

Element x y z (Å)
C: -3.218 1.651 -1.639
P: -2.906 0.517 -0.219
O: -2.300 1.575 0.892
C: -1.403 -0.456 -0.828
B: -2.009 -1.799 -1.431
N: -2.141 -2.107 -2.846
O: -2.446 -2.712 -0.509
C: -0.575 0.404 -1.739
O: -0.473 0.373 -2.931
O: 0.094 1.290 -0.968
C: 0.462 0.622 0.296
C: 1.968 0.468 0.360
N: 2.414 -0.047 1.654
C: -0.327 -0.706 0.268
C: -0.879 -1.144 1.631
C: -0.299 -2.374 2.287
O: -0.253 -2.575 3.454
Cl: 0.332 -3.640 1.183
H: -3.965 1.192 -2.291
H: -3.677 2.544 -1.209
H: -2.343 1.934 -2.219
H: -1.762 2.277 0.499
H: -1.401 -2.721 -3.172
H: -2.043 -1.272 -3.415
H: -2.769 -3.504 -0.951
H: 0.117 1.285 1.091
H: 2.280 -0.250 -0.406
H: 2.472 1.430 0.159
H: 2.211 -1.032 1.778
H: 2.022 0.466 2.435
H: 0.360 -1.449 -0.141
H: -1.957 -1.318 1.582
H: -0.728 -0.357 2.373
C: 5.017 2.289 0.982
O: 4.132 2.644 0.029
H: 4.794 2.683 2.016
H: 5.127 1.184 1.147
H: 6.073 2.636 0.798

The gap between HOMO and LUMO is 4.32 eV. As for the charge: -1. The lowest unoccupied orbital energy is 2.07 eV. The calculation puts the energy above the lowest of the compared OMol25 structures with the same formula, charge and spin at 0.0 kcal per mole. For the total energy, the calculation gives -47380.59948 eV.

natural (NBO) analysis output, partial charges in e: -0.990, 1.125, -0.987, -0.817, 1.078, -1.129, -0.877, 0.827, -0.593, -0.521, 0.094, -0.290, -0.810, -0.220, -0.537, 0.595, -0.501, -0.113, 0.238, 0.241, 0.241, 0.492, 0.395, 0.404, 0.494, 0.181, 0.176, 0.317, 0.335, 0.349, 0.238, 0.269, 0.257, -0.191, -0.982, 0.063, 0.080, 0.069

Entry 3:
A 3-piece molecular cluster, C9H18BNO8S overall, computed with ωB97M-V/def2-TZVPD.

Element x y z (Å)
O: 3.550 3.434 -0.714
C: 3.751 4.521 -0.383
N: 3.628 5.695 -0.039
O: 2.849 6.403 -1.004
S: 1.220 6.462 -0.586
O: 1.182 6.999 0.730
O: 0.862 4.861 -0.493
B: -0.443 4.591 0.006
O: -0.549 3.786 1.092
O: -1.568 5.087 -0.590
H: 0.213 3.198 1.078
H: -1.558 4.897 -1.529
C: 1.804 -1.472 -1.629
C: 2.763 -0.287 -1.607
C: 1.927 0.776 -0.912
O: 1.053 0.087 -0.012
C: 1.087 -1.318 -0.296
H: 2.299 -2.436 -1.735
H: 1.094 -1.360 -2.452
H: 3.640 -0.530 -1.002
H: 3.107 0.021 -2.594
H: 1.309 1.329 -1.630
H: 2.530 1.485 -0.357
H: 1.637 -1.813 0.510
H: 0.072 -1.713 -0.313
C: -3.771 -3.903 0.690
C: -3.327 -4.894 1.758
C: -1.815 -4.729 1.725
O: -1.558 -3.372 1.349
C: -2.772 -2.773 0.881
H: -4.805 -3.578 0.793
H: -3.650 -4.347 -0.302
H: -3.717 -4.589 2.732
H: -3.647 -5.917 1.570
H: -1.360 -5.383 0.974
H: -1.348 -4.932 2.690
H: -3.115 -2.064 1.641
H: -2.575 -2.223 -0.041

The gap between HOMO and LUMO is 9.01 eV. The lowest unoccupied orbital energy is -0.46 eV. The calculation puts the energy above the lowest of the compared OMol25 structures with the same formula, charge and spin at 0.0 kcal per mole. For the total energy, the calculation gives -39005.95260 eV.

natural (NBO) analysis output, partial charges in e: -0.443, 0.866, -0.335, -0.537, 1.765, -0.893, -0.933, 1.278, -0.871, -0.904, 0.504, 0.503, -0.430, -0.430, -0.072, -0.545, -0.067, 0.218, 0.198, 0.202, 0.217, 0.155, 0.193, 0.167, 0.193, -0.431, -0.431, -0.066, -0.540, -0.067, 0.218, 0.200, 0.202, 0.218, 0.163, 0.185, 0.168, 0.182

Entry 4:
C9H18BaCl2O4 as an isolated structure, computed with ωB97M-V/def2-TZVPD.

Element x y z (Å)
Ba: 0.019 0.033 -0.105
C: -1.849 -2.420 1.401
C: -1.948 -1.364 2.490
O: -1.620 -0.068 1.962
C: -1.497 0.968 2.955
C: -0.666 2.119 2.412
O: 0.559 1.703 1.780
C: 1.717 1.352 2.562
C: 1.755 -0.111 2.975
O: 1.494 -0.961 1.844
C: 1.319 -2.353 2.168
C: 0.552 -3.055 1.060
O: -0.628 -2.347 0.639
H: -2.646 -2.304 0.666
H: -1.941 -3.414 1.842
H: -1.271 -1.581 3.321
H: -2.971 -1.352 2.876
H: -1.037 0.539 3.849
H: -2.493 1.331 3.222
H: -0.431 2.812 3.223
H: -1.204 2.679 1.646
H: 1.756 1.985 3.451
H: 2.568 1.606 1.931
H: 1.013 -0.328 3.748
H: 2.746 -0.337 3.377
H: 0.786 -2.424 3.119
H: 2.299 -2.821 2.287
H: 0.269 -4.056 1.391
H: 1.155 -3.165 0.158
Cl: 0.481 -0.671 -3.255
C: 0.087 0.989 -3.839
Cl: -0.305 2.177 -2.541
H: -0.793 0.902 -4.462
H: 0.967 1.361 -4.347

The gap between HOMO and LUMO is 11.46 eV. As for the charge: +2. The lowest unoccupied orbital energy is -5.91 eV. For the total energy, the calculation gives -43540.07152 eV.

natural (NBO) analysis output, partial charges in e: 1.851, -0.102, -0.098, -0.635, -0.102, -0.105, -0.631, -0.103, -0.098, -0.635, -0.102, -0.105, -0.631, 0.220, 0.227, 0.184, 0.226, 0.191, 0.227, 0.232, 0.212, 0.227, 0.220, 0.184, 0.226, 0.191, 0.227, 0.232, 0.212, -0.052, -0.356, -0.052, 0.257, 0.258

Entry 5:
C9H18Cl2IOP in the gas phase, computed with ωB97M-V/def2-TZVPD.

Element x y z (Å)
C: -2.622 -1.833 -1.389
C: -2.236 -0.625 -2.429
Cl: -3.115 -0.651 -4.090
C: -1.272 0.496 -2.145
Cl: -1.036 1.784 -3.499
P: -0.362 0.595 -0.426
C: 0.630 -0.977 -0.846
C: 2.176 -1.007 -0.305
C: 2.261 -2.145 0.871
O: 3.003 -1.529 -1.442
C: 0.316 0.722 1.356
C: -0.618 1.839 2.178
C: -0.063 3.379 2.028
I: -0.777 1.189 4.308
H: -3.789 -1.915 -1.305
H: -2.249 -2.868 -1.849
H: -2.145 -1.694 -0.305
H: 0.012 1.942 -0.776
H: -1.691 0.392 0.169
H: 0.084 -1.957 -0.469
H: 0.664 -1.078 -2.032
H: 2.635 0.033 -0.030
H: 2.331 -3.216 0.349
H: 1.248 -2.185 1.496
H: 3.198 -2.062 1.572
H: 3.255 -0.727 -2.017
H: 1.412 1.187 1.371
H: 0.301 -0.278 1.966
H: -1.741 1.853 1.789
H: 0.181 3.884 3.060
H: -0.892 4.059 1.515
H: 0.901 3.394 1.328

Its SMILES is C/C(Cl)=C(/Cl)[PH2](C[C@H](C)I)C[C@@H](C)O. The gap between HOMO and LUMO is 8.95 eV. The lowest unoccupied orbital energy is 0.14 eV. For the total energy, the calculation gives -54099.78018 eV.

natural (NBO) analysis output, partial charges in e: -0.679, -0.031, -0.055, -0.344, -0.063, 1.003, -0.755, 0.089, -0.655, -0.740, -0.812, -0.310, -0.668, 0.054, 0.248, 0.243, 0.230, -0.002, -0.019, 0.265, 0.277, 0.191, 0.238, 0.212, 0.233, 0.471, 0.224, 0.247, 0.224, 0.241, 0.227, 0.216

Entry 6:
C9H18Cl3I2IrO3P2 as an isolated structure, computed with ωB97M-V/def2-TZVPD.

Element x y z (Å)
I: 0.048 -0.911 -4.097
I: -0.117 1.729 -2.553
Ir: -0.007 0.448 -0.073
P: -2.233 0.131 -0.523
C: -3.132 1.668 -0.165
C: -2.685 -0.415 -2.189
H: -3.730 -0.765 -2.198
H: -4.039 -1.239 0.304
H: -1.995 -1.233 -2.468
H: -2.435 -2.054 0.499
H: -2.851 2.433 -0.904
H: -2.546 0.425 -2.884
C: -2.983 -1.102 0.593
H: -4.210 1.455 -0.215
H: -2.928 -0.762 1.641
H: -2.872 2.011 0.849
P: 2.236 0.224 -0.517
C: 3.082 1.779 -0.107
C: 3.015 -0.993 0.601
H: 2.072 -1.148 -2.472
H: 3.778 -0.585 -2.201
H: 2.525 0.534 -2.887
C: 2.713 -0.293 -2.188
H: 2.502 -1.964 0.503
H: 4.077 -1.097 0.322
H: 4.166 1.598 -0.146
H: 2.805 2.091 0.913
H: 2.944 -0.663 1.651
H: 2.795 2.562 -0.823
C: -0.051 2.312 -0.125
O: -0.085 3.484 0.031
Cl: 0.056 -3.427 3.461
C: 0.025 -1.675 3.643
Cl: -1.418 -1.250 4.612
Cl: 1.453 -1.200 4.612
C: 0.012 -0.910 2.211
O: 0.024 -1.559 1.112
O: -0.010 0.360 2.177

The gap between HOMO and LUMO (alpha / beta) is 6.74 / 2.78 eV. As for the spin multiplicity: 6. As for the charge: +3. Its expectation value of S² is 8.781. The lowest unoccupied orbital energy (alpha / beta) is -11.67 / -15.62 eV. The calculation puts the energy above the lowest of the compared OMol25 structures with the same formula, charge and spin at 29.2 kcal per mole. For the total energy, the calculation gives -90918.47603 eV.

natural (NBO) analysis output, partial charges in e: 0.582, 0.500, 0.501, 1.162, -0.960, -0.953, 0.315, 0.300, 0.244, 0.288, 0.254, 0.250, -0.955, 0.307, 0.288, 0.288, 1.161, -0.960, -0.955, 0.244, 0.316, 0.253, -0.954, 0.287, 0.300, 0.306, 0.289, 0.288, 0.258, 0.475, -0.330, 0.125, -0.239, 0.104, 0.104, 0.766, -0.640, -0.607

Across the entries above, largest force on an atom takes the values 1.23; 0.69; 2.37; 0.90; 6.26; 7.44 eV/A, respectively.